DFT (ωB97M-V/def2-TZVPD) results for a 2-piece molecular cluster, C9H14 overall in a non-equilibrium geometry.

Properties
HOMO-LUMO gap (alpha / beta) (eV): 10.1 / 6.4
HOMO (alpha / beta) (eV): -14.54 / -14.55
⟨S²⟩: 0.7682
Energy relative to the best compared isomer or geometry (same formula, charge and spin) (eV): 0.369
Multiplicity: 2
E_LUMO (alpha / beta) (eV): -4.48 / -8.16
Total energy (eV): -9551.0721
Net charge: +1

Element x y z (Å)
1 C 2.7190 -1.4430 -0.3310
2 C -1.4183 -0.8969 0.4953
3 C -0.4241 -0.5084 1.4470
4 C -1.0364 -1.5872 -0.6781
5 C 0.8887 -0.6830 1.1956
6 C 0.2750 -1.7610 -0.9660
7 C 1.2738 -1.2882 -0.0469
8 H -2.4166 -0.5442 0.7068
9 H -0.7325 -0.1597 2.4197
10 H -1.8197 -1.8576 -1.3695
11 H 1.6725 -0.5313 1.9251
12 H 0.6306 -2.2637 -1.8478
13 H 2.8819 -2.1591 -1.1441
14 H 3.2188 -1.9035 0.5141
15 H 3.0918 -0.4949 -0.7147
16 C -1.1236 2.6014 0.0188
17 C -1.0840 3.9141 -0.7831
18 H -1.5905 2.6478 1.0002
19 H -1.5883 1.7862 -0.5379
20 H -0.0820 2.2939 0.1259
21 H -0.8991 3.6233 -1.8280
22 H -0.2685 4.5395 -0.4514
23 H -2.0709 4.3572 -0.8972

Here are the Löwdin charges for atoms 1 to 8, given in e: 0.00, 0.06, -0.02, 0.00, 0.02, 0.04, -0.14, 0.14